No. 1
Computed, not measured: a molecular structure, C19H39F8N2O10PS at a distorted geometry, with ωB97M-V with the def2-TZVPD basis set.

Structure (XYZ):
```
80
Properties=species:S:1:pos:R:3:forces:R:3:mulliken_charge:R:1
O 1.55347 1.46927 2.29300 -3.0420 -4.4340 -3.1095 -0.516
S 0.78896 0.38736 1.43486 1.9702 4.7267 3.1230 0.611
O -0.08864 -0.51003 2.58645 1.5939 -1.4514 -1.7039 -0.299
C -0.38993 -1.87536 2.13045 -1.8424 -1.9342 0.6398 -0.540
C -1.74706 -1.99980 1.19556 1.2757 1.1131 -0.9972 -0.001
O -2.99485 -1.75370 1.95059 -0.2309 -2.6888 -1.5445 -0.354
C -4.01214 -2.79341 1.62620 0.0224 -0.0869 0.9810 -0.768
C -4.88182 -2.45709 0.27602 1.1208 -1.4764 -2.0912 1.023
F -4.31166 -1.32938 -0.54508 -1.9528 -3.1409 2.6568 -0.292
F -4.77120 -3.67297 -0.61258 -0.4679 3.5594 2.4387 -0.324
C -6.48588 -2.22849 0.52729 -1.6824 -1.9842 -1.1236 0.282
F -7.13397 -2.28235 -0.83644 1.9401 0.6460 4.6514 -0.270
F -7.10153 -3.37898 1.28898 2.4031 3.5188 -2.3261 -0.283
C -6.86996 -0.87659 1.37542 -2.8136 0.8228 1.2585 0.699
F -6.19695 -0.74816 2.68837 -1.7154 -0.7794 -4.2306 -0.248
F -8.34537 -0.98989 1.68020 4.6770 0.3171 -0.9697 -0.290
C -6.63425 0.53287 0.56868 -1.1973 2.6512 0.0250 0.276
F -7.39036 0.64515 -0.70958 2.2802 -0.7917 4.0612 -0.240
F -7.17630 1.62652 1.45878 1.4244 -3.3641 -2.5301 -0.283
O 2.02598 -0.51369 0.68512 -1.9614 -0.6144 -0.5144 -0.220
P 1.81823 -0.46679 -1.07120 -0.0927 -0.4311 -1.5709 0.262
O 0.09420 -0.24474 -1.43379 2.2321 -2.6521 0.9891 -0.316
O 2.24786 -2.08674 -1.60004 -2.4499 1.4327 3.3266 -0.470
H -0.62731 -2.50628 3.11496 0.7001 1.5242 -2.0708 0.279
H 0.48361 -2.42073 1.57443 -1.4294 1.3556 1.0282 0.261
H -1.68249 -1.16757 0.34783 -0.1623 -1.7182 1.7230 0.022
H -1.70842 -3.04438 0.65759 -0.2853 1.8569 1.2299 0.394
H -4.77477 -2.87023 2.52797 1.6141 0.4791 -1.8968 0.357
H -3.51690 -3.87477 1.54770 -1.1230 2.4506 -0.2878 0.378
H -5.50244 0.81520 0.39460 -2.4742 -0.8459 0.2042 0.161
H -0.33178 -1.14327 -1.56530 0.4832 1.3438 0.0717 0.306
H 1.84135 -2.69191 -0.88795 1.0163 0.7299 -1.5843 0.333
C 6.80284 1.36836 7.77297 -0.3287 0.0750 0.0409 -0.732
O 5.71174 2.10657 7.23792 0.5751 -0.0419 -0.1018 -0.344
C 6.10111 2.97206 6.16431 -0.6451 0.0123 -0.3022 -0.809
C 5.44542 2.51216 4.85450 0.4542 -0.3418 0.4101 -0.160
N 6.02993 1.24916 4.38798 -0.1687 0.2139 0.0556 -0.346
C 5.29598 0.64470 3.27121 -0.0158 -0.3373 0.3212 -0.952
C 3.87140 0.13481 3.56424 0.2969 -0.1581 -0.3981 0.235
O 3.83339 -0.97890 4.45977 -0.0944 0.4698 0.0774 -0.448
C 3.77780 -0.62468 5.83442 -0.0573 -0.4219 -0.1326 -0.582
H 6.44136 0.80156 8.63499 -0.0511 0.1192 -0.1277 0.239
H 7.19387 0.66280 7.03376 0.1820 0.0279 0.0350 0.316
H 7.59985 2.04109 8.10864 0.0309 -0.1025 -0.0575 0.341
H 7.19054 3.04105 6.05933 -0.1047 -0.2153 0.0288 0.405
H 5.73090 3.97255 6.41224 0.0168 -0.0440 -0.0419 0.388
H 5.59072 3.28150 4.08796 -0.0072 -0.0885 0.0299 0.383
H 4.37168 2.40123 5.03611 -0.1053 0.2527 0.0589 0.179
H 6.04385 0.58576 5.16079 -0.0144 0.2175 -0.2168 0.103
H 5.89442 -0.20741 2.92962 -0.1231 0.0340 -0.0285 0.408
H 5.26041 1.35641 2.43807 -0.0717 0.0172 0.1254 0.373
H 3.45738 -0.23277 2.61725 0.1699 0.0558 0.2613 -0.097
H 3.19646 0.93193 3.89484 0.1642 -0.1464 0.1234 0.381
H 3.23741 0.31289 6.00447 0.1600 -0.0144 -0.0684 0.282
H 4.78504 -0.56997 6.25204 -0.0332 0.1998 0.1863 0.187
H 3.24765 -1.42310 6.36230 0.0340 0.0536 -0.0907 0.300
C -1.21977 0.73386 -9.26437 0.2856 -0.0537 0.1181 -0.734
O -0.34174 1.23286 -8.26346 -0.4997 0.1824 -0.1934 -0.346
C -0.80278 2.45892 -7.68249 0.3621 -0.1009 0.5828 -0.816
C -1.14270 2.24313 -6.20096 -0.3022 -0.2708 -0.5706 -0.145
N -2.34959 1.42116 -6.05176 0.2839 0.0805 0.1136 -0.338
C -2.59568 0.99242 -4.67088 -0.0005 -0.3544 -0.2795 -0.952
C -1.58132 0.01133 -4.05135 -0.5386 0.0162 0.1274 0.095
O -1.58011 -1.27838 -4.66811 0.3512 0.4876 0.1470 -0.382
C -0.71117 -1.39318 -5.78614 -0.1463 -0.3865 0.0781 -0.582
H -0.75844 -0.14963 -9.71339 0.0252 0.1354 0.1246 0.240
H -2.17895 0.43971 -8.82779 -0.1107 0.0698 -0.1368 0.318
H -1.37788 1.48084 -10.05018 -0.0934 -0.0715 0.0437 0.343
H -1.65498 2.88309 -8.22699 0.0073 -0.2336 0.0644 0.406
H 0.02266 3.17512 -7.75470 -0.0579 -0.0221 0.0309 0.389
H -1.30707 3.21507 -5.72254 -0.0210 -0.0900 -0.0158 0.384
H -0.28235 1.76252 -5.72448 0.2307 0.1696 -0.0169 0.173
H -2.25875 0.59123 -6.63527 -0.0257 0.2644 0.1505 0.096
H -3.57856 0.50784 -4.66532 0.1183 -0.0050 0.1076 0.405
H -2.67942 1.87778 -4.02975 0.1138 -0.0380 -0.0652 0.386
H -1.88757 -0.15818 -3.01173 -0.0457 0.0379 -0.1659 0.060
H -0.56876 0.42641 -3.99958 -0.0202 -0.0614 -0.1846 0.258
H 0.17898 -0.76167 -5.69214 -0.1584 0.0560 -0.0409 0.288
H -1.24925 -1.16566 -6.70844 0.2048 0.1144 -0.1218 0.180
H -0.38363 -2.43539 -5.84701 -0.0566 0.1026 0.0582 0.295
```
Forces are in eV/Å.

E_LUMO: -0.294 eV
Energy above the lowest of the compared OMol25 structures with the same formula, charge and spin: 7.895 eV
Molecular weight: 670.55 g/mol
DFT total energy: -3147.37888 hartree
Gap between HOMO and LUMO: 8.08 eV


No. 2
Computed, not measured: 5 unconnected molecules or ions with the total composition C6H20IO7 at a distorted geometry, with ωB97M-V with the def2-TZVPD basis set.

Structure (XYZ):
```
34
Properties=species:S:1:pos:R:3:forces:R:3:nbo_charge:R:1
I 1.13180 -0.48137 1.03755 -0.1164 -0.0015 -0.0596 -0.999
O -3.04713 -3.81638 1.24911 -0.3220 -0.2853 -0.0888 -0.952
H -2.87376 -3.62778 2.17139 0.1294 0.0843 0.1867 0.470
H -2.56684 -3.14006 0.77146 0.2735 0.2438 -0.1057 0.482
C 1.52914 -7.19549 -2.24958 0.8850 0.2064 0.3853 -0.085
C 1.00763 -8.57508 -1.78048 0.5472 -0.4561 1.1511 -0.084
O 2.00064 -9.58359 -1.31105 0.2971 1.7525 -0.9320 -0.752
O 2.21043 -6.40992 -1.23469 -0.1377 -1.2060 -0.4948 -0.717
H 0.72870 -6.52489 -2.56214 -0.7322 -0.8202 -0.2009 0.180
H 2.13898 -7.33276 -3.14253 0.5104 0.0183 0.0773 0.159
H 0.52107 -9.08122 -2.61425 -0.4801 0.4579 -0.0042 0.171
H 0.35114 -8.32378 -0.94743 -0.3620 -0.4384 -0.0703 0.177
H 1.64570 -10.25013 -0.71831 -0.5947 0.4444 -0.0353 0.473
H 1.90988 -5.50481 -1.34440 0.0767 0.0656 0.1565 0.478
C -1.08713 4.74240 5.96978 1.5652 -0.9495 -1.0449 -0.078
C -0.27447 5.50471 7.06390 -1.8156 -1.1264 0.5898 -0.103
O 1.11443 5.26662 7.22035 -1.0935 0.3773 -0.5179 -0.684
O -0.98573 3.29141 5.92553 -0.2539 0.7280 1.6028 -0.745
H -0.73111 5.04877 4.98617 -0.4876 0.5882 -0.1418 0.160
H -2.12743 4.98759 6.18373 -0.0755 0.1829 -0.3969 0.168
H -0.88341 5.29048 7.94219 0.8885 -0.5766 0.8091 0.169
H -0.50067 6.56910 7.00069 0.1699 0.3052 -0.7428 0.159
H 1.42713 5.85551 6.52968 0.9678 -0.1929 -0.0109 0.461
H -0.68412 2.90874 5.09837 0.1483 0.6279 -0.1594 0.492
C -0.00540 4.47925 -5.96744 -1.5552 1.1317 0.9123 -0.082
C -0.03351 3.35935 -4.93651 2.3288 0.3404 0.0724 -0.100
O -0.41595 3.87124 -3.66066 -0.7746 0.2411 -0.6383 -0.744
O -1.25593 5.20694 -5.93527 0.2830 -0.4799 -0.7950 -0.735
H 0.23866 4.17867 -6.98636 -0.3877 -0.3512 0.1005 0.186
H 0.74196 5.22190 -5.68813 0.4328 -0.2239 0.2165 0.162
H 1.04225 3.21088 -4.84273 0.3092 -0.9130 -0.0851 0.166
H -0.48430 2.41040 -5.22701 -0.5268 0.2847 -0.0013 0.177
H -0.30516 3.18515 -2.99839 0.0182 -0.1022 0.0425 0.494
H -1.47739 5.25813 -5.00256 -0.1156 0.0424 0.2230 0.477
```
Forces are in eV/Å.

E_LUMO: 2.407 eV
Energy above the lowest of the compared OMol25 structures with the same formula, charge and spin: 2.900 eV
Total charge: -1
Molecular weight: 331.12 g/mol
DFT total energy: -1064.95597 hartree
Gap between HOMO and LUMO: 6.13 eV


No. 3
Computed, not measured: C4H7NO in the gas phase, with ωB97M-V with the def2-TZVPD basis set.

Structure (XYZ):
```
13
Properties=species:S:1:pos:R:3:forces:R:3:nbo_charge:R:1
C -1.38198 -1.29487 0.52769 -0.0735 -0.2122 0.0825 -0.659
C -0.02574 -0.69382 0.51136 -0.1725 -0.0317 -0.4443 0.543
N 0.90878 -0.91876 -0.31999 -0.4204 0.0936 0.1540 -0.459
C 1.46867 0.42347 -0.60386 0.1777 0.1981 -0.0971 -0.276
C 0.31534 1.29983 -0.10671 0.1875 0.2905 -0.2921 -0.088
O -0.10334 0.57925 1.04503 -0.1076 0.0571 0.0030 -0.526
H -1.44785 -2.27879 0.06931 0.0883 0.0224 0.1626 0.234
H -1.85484 -0.55106 -0.14394 -0.3290 -0.5633 0.2883 0.232
H -1.87726 -1.22850 1.49644 0.0855 -0.1546 -0.0828 0.232
H 2.42914 0.60097 -0.10718 -0.1554 0.0009 0.0529 0.199
H 1.60967 0.51967 -1.68309 0.0786 -0.0628 0.1428 0.206
H -0.52449 1.19786 -0.82800 0.4251 0.4365 0.0473 0.158
H 0.48392 2.34475 0.14293 0.2155 -0.0745 -0.0171 0.204
```
Forces are in eV/Å.

E_LUMO: 1.010 eV
Energy above the lowest of the compared OMol25 structures with the same formula, charge and spin: 1.829 eV
Molecular weight: 85.11 g/mol
DFT total energy: -286.56444 hartree
Gap between HOMO and LUMO: 10.68 eV
SMILES string: CC1=NCCO1


No. 4
Computed, not measured: C25H25FN4 in the gas phase, with ωB97M-V with the def2-TZVPD basis set.

Structure (XYZ):
```
55
Properties=species:S:1:pos:R:3:forces:R:3:nbo_charge:R:1
C -3.49397 -4.78900 -0.04381 0.0006 0.0707 -0.0011 -0.620
C -3.67643 -3.30907 -0.18068 0.3301 0.1834 0.1684 -0.058
C -4.88926 -2.79669 -0.70693 -0.0943 0.4086 -0.0821 -0.208
C -5.08264 -1.45389 -0.84975 -0.1117 -0.4865 -0.0291 -0.200
C -4.06202 -0.57410 -0.46050 0.3460 0.1569 0.1981 0.302
N -4.00937 0.74276 -0.48857 -0.3844 0.1561 -0.1836 -0.488
C -2.78918 1.08524 -0.00818 0.1358 -0.8463 0.0367 0.172
C -2.42040 2.49302 0.10315 0.1327 0.3128 0.0523 0.010
C -1.13932 2.94833 -0.19419 -0.1047 -0.0753 0.0203 -0.228
C -0.82675 4.28990 -0.07354 0.1149 0.1055 0.0139 -0.203
C -1.79010 5.19557 0.33728 0.0500 0.0751 -0.0122 -0.218
C -3.07506 4.75491 0.61013 -0.0364 0.0735 0.0174 -0.206
C -3.39019 3.41520 0.49129 0.0471 -0.0970 -0.0036 -0.210
C -2.06610 -0.04859 0.34429 0.3721 0.8163 0.2106 0.045
C -0.76054 -0.24340 1.04100 -0.1400 -0.0195 -0.0574 -0.257
N 0.08347 -1.17071 0.29724 0.0255 -0.0403 0.0460 -0.456
C 1.16106 -1.77218 1.05720 0.1920 0.0869 0.1481 -0.219
C 2.35631 -0.83534 1.25366 -0.1679 -0.2090 0.2325 -0.235
N 2.84113 -0.41115 -0.04666 -0.2199 -0.2985 -0.1052 -0.440
C 4.16702 -0.04047 -0.20321 0.3825 0.0426 -0.0296 0.089
C 4.55744 1.14819 -0.82995 -0.1273 -0.0931 0.1375 -0.245
C 5.88845 1.46035 -1.03353 0.1741 0.0546 -0.0434 -0.208
C 6.88897 0.60404 -0.61178 -0.0333 0.0485 -0.0280 -0.227
C 6.53888 -0.58278 0.00969 -0.1362 -0.0445 0.0514 -0.285
C 5.20905 -0.89066 0.19402 0.1144 -0.0035 0.0724 0.418
F 4.92394 -2.08882 0.77195 -0.0801 0.1950 -0.1519 -0.343
C 1.81204 0.28559 -0.78668 -0.2153 -0.1625 -0.1322 -0.238
C 0.59766 -0.64454 -0.95036 0.0983 0.1618 -0.1607 -0.227
N -2.88223 -1.10541 0.05654 -0.5917 0.4246 -0.3627 -0.298
C -2.69290 -2.44081 0.19022 -0.1549 -0.9415 0.0653 0.008
H -2.51252 -5.02316 0.35936 0.0588 -0.0912 0.0286 0.216
H -3.59846 -5.27333 -1.01364 0.0245 -0.0975 -0.0376 0.218
H -4.25311 -5.20384 0.61812 -0.0087 -0.0914 0.0478 0.218
H -5.66096 -3.49272 -0.99873 -0.1160 -0.0568 -0.0489 0.214
H -5.99221 -1.03845 -1.24992 -0.0970 0.0516 -0.0397 0.232
H -0.39524 2.25412 -0.55421 0.0696 -0.0846 -0.0226 0.199
H 0.17123 4.63249 -0.30856 0.0621 0.0208 -0.0234 0.209
H -1.54250 6.24268 0.43290 0.0132 0.0760 0.0030 0.212
H -3.83335 5.46109 0.91594 -0.0598 0.0440 0.0274 0.213
H -4.38841 3.05919 0.69305 -0.0991 -0.0252 0.0213 0.228
H -0.95228 -0.70157 2.02013 0.0857 0.0573 -0.0018 0.208
H -0.30252 0.73975 1.22061 -0.0818 -0.0796 0.0744 0.200
H 1.49934 -2.65190 0.50023 0.0745 -0.0042 0.0926 0.203
H 0.78128 -2.09903 2.02779 -0.0129 -0.0197 -0.0032 0.199
H 2.04579 0.04296 1.84578 0.0456 -0.0351 0.0066 0.169
H 3.13688 -1.35450 1.80357 -0.0116 0.0642 -0.0301 0.230
H 3.80484 1.85051 -1.15129 -0.1086 0.0295 -0.0146 0.215
H 6.14287 2.39081 -1.51876 0.0155 0.0744 -0.0418 0.214
H 7.92758 0.84938 -0.76587 0.1003 0.0196 -0.0136 0.216
H 7.28542 -1.28757 0.34117 0.0437 -0.0966 0.0434 0.228
H 1.51494 1.21514 -0.27355 0.0477 0.0357 -0.0674 0.168
H 2.18571 0.53695 -1.78021 -0.0313 0.0524 0.0459 0.219
H 0.90074 -1.50062 -1.56159 0.0298 0.1029 -0.0735 0.204
H -0.20726 -0.11717 -1.46747 0.0121 -0.0204 -0.0466 0.213
H -1.73674 -2.75666 0.57583 0.0255 0.0185 -0.0141 0.229
```
Forces are in eV/Å.

E_LUMO: 0.715 eV
Energy above the lowest of the compared OMol25 structures with the same formula, charge and spin: 0.160 eV
Molecular weight: 400.50 g/mol
DFT total energy: -1286.55656 hartree
Gap between HOMO and LUMO: 8.56 eV
SMILES string: Cc1ccc2nc(-c3ccccc3)c(CN3CCN(c4ccccc4F)CC3)n2c1


No. 5
Computed, not measured: 2 unconnected molecules or ions with the total composition C5H11NO, with ωB97M-V with the def2-TZVPD basis set.

Structure (XYZ):
```
18
Properties=species:S:1:pos:R:3:forces:R:3:nbo_charge:R:1
C -0.06968 1.53516 1.20642 -0.0352 -0.0154 0.0743 -0.671
C 0.55818 1.10225 -0.06254 -0.0170 0.0737 0.1241 -0.069
C 0.47545 -1.93044 1.18066 -0.0081 -0.0173 0.0041 -0.859
N -0.18171 0.50458 -0.98866 0.2842 0.0190 -0.1611 -0.343
C -1.49397 0.18790 -0.95801 -0.2813 0.0141 0.0307 -0.422
C 0.49327 0.10103 -2.20919 0.3763 0.0657 -0.1334 0.583
O 1.63751 0.34454 -2.44101 -0.5114 -0.1326 0.1229 -0.492
H -0.71216 0.74241 1.62149 0.1052 0.0963 -0.0561 0.216
H 0.69200 1.77854 1.95157 -0.1067 0.0091 -0.1403 0.231
H -0.71502 2.41950 1.07592 0.0479 -0.1186 -0.0146 0.219
H 1.59710 1.25914 -0.31149 -0.1524 -0.0295 0.0096 0.221
H 1.32424 -2.04620 0.50188 -0.1124 -0.0137 0.0987 0.213
H 0.75583 -1.24924 1.98798 -0.0398 -0.1233 -0.1071 0.210
H 0.20296 -2.90144 1.60033 0.0596 0.1133 -0.0548 0.212
H -2.09847 0.49625 -0.12086 0.0898 -0.0163 -0.1080 0.206
H -1.90345 -0.37681 -1.78170 0.0948 0.1130 0.0957 0.195
H -0.38051 -1.52318 0.63239 0.1623 -0.0967 0.1219 0.214
H -0.18156 -0.44396 -2.88519 0.0442 0.0592 0.0931 0.137
```
Forces are in eV/Å.

E_LUMO (spin up / spin down): 0.233 / 0.233 eV
Energy above the lowest of the compared OMol25 structures with the same formula, charge and spin: 3.232 eV
Molecular weight: 101.15 g/mol
DFT total energy: -327.01259 hartree
Gap between HOMO and LUMO (spin up / spin down): 7.40 / 7.26 eV


No. 6
Computed, not measured: C4H5NO in the gas phase at a distorted geometry, with ωB97M-V with the def2-TZVPD basis set.

Structure (XYZ):
```
11
Properties=species:S:1:pos:R:3:forces:R:3:nbo_charge:R:1
C 1.09111 -0.77593 0.05685 0.0549 0.4446 0.0153 -0.596
C -0.29389 -0.19170 0.31779 -0.8344 2.5998 1.0255 -0.390
C -1.28382 -0.49129 -0.66116 -0.7378 -2.1640 -0.8695 0.259
N -2.01641 -0.97776 -1.40109 -0.1672 0.5452 -0.1832 -0.290
C -0.42959 1.44381 0.26548 2.5380 0.6476 -1.4001 0.389
O 0.55163 2.05422 -0.09075 0.6413 -0.4985 0.4288 -0.513
H 1.08478 -1.86957 0.13896 -0.2411 0.2998 -0.0129 0.232
H 1.45658 -0.50141 -0.93260 -0.0329 0.0282 0.0940 0.235
H 1.77814 -0.38000 0.80588 0.0200 -0.0102 -0.1069 0.231
H -0.68537 -0.50428 1.28444 -0.0491 -0.1265 0.1077 0.258
H -1.25316 2.19390 0.21621 -1.1916 -1.7660 0.9015 0.186
```
Forces are in eV/Å.

E_LUMO: 0.578 eV
Energy above the lowest of the compared OMol25 structures with the same formula, charge and spin: 1.604 eV
Molecular weight: 83.09 g/mol
DFT total energy: -285.35562 hartree
Gap between HOMO and LUMO: 10.80 eV
SMILES string: C[C@H](C#N)C=O


Question: Look up the energy above the lowest of the compared OMol25 structures with the same formula, charge and spin of the sixth one.
Answer: 1.604 eV


Question: Which of these has the highest DFT total energy?
Answer: C4H5NO


Question: Which of these has the lowest DFT total energy?
Answer: C19H39F8N2O10PS